A cluster of 2 separate species, C5H12N2O2 in total, computed with wB97M-V/def2-TZVPD.

Calculated values
Lowest unoccupied orbital energy, eV: -0.4
ΔE to the lowest compared entry with this formula, charge and spin, kcal/mol: 100.47
Max |F|, eV/A: 6.7
SMILES: CNC(C)=O.C/N=C/O
HOMO-LUMO gap, eV: 7.571
DFT total energy, eV: -12451.6259
HOMO energy, Eh: -0.2937

Last column: Löwdin charge in e.
Geometry (Å):
H1 -1.149 -1.879 1.427  0.083
H2 1.119 0.139 -2.581  0.068
O1 -0.539 1.977 1.213  0.001
H3 -0.374 0.233 2.306  0.154
N1 -1.447 -0.002 0.482  0.006
H4 1.439 1.773 -0.511  0.075
H5 -2.391 -1.827 0.133  0.073
C1 1.121 -0.211 0.319  -0.499
H6 2.811 0.640 -0.668  0.100
H7 -2.732 -1.090 1.700  0.085
C2 0.149 -0.100 -2.134  -0.124
H8 2.429 1.363 0.905  0.093
H9 -0.399 -0.757 -2.813  0.083
H10 -1.280 2.248 0.653  0.107
H11 0.351 -1.755 -0.859  0.117
C3 1.999 0.978 -0.021  -0.006
C4 -0.576 0.597 1.296  -0.324
C5 -1.943 -1.281 0.965  -0.117
O2 1.548 -1.127 1.037  0.041
N2 0.280 -0.741 -0.843  -0.087
H12 -0.418 0.822 -2.007  0.070

A cluster of 4 separate species, C19H51OP2 in total, computed with wB97M-V/def2-TZVPD.

Calculated values
Lowest unoccupied orbital energy, eV: 2.4
Max |F|, eV/A: 2.7
Total charge: -1
HOMO-LUMO gap, eV: 5.162
DFT total energy, eV: -41152.7842
HOMO energy, Eh: -0.1024

Last column: Löwdin charge in e.
Geometry (Å):
H1 0.447 5.339 0.729  0.103
H2 3.460 -5.274 -0.182  0.107
C1 -2.317 5.072 0.832  -0.106
H3 -2.554 0.012 -3.349  0.077
C2 2.730 -5.367 0.632  -0.226
P1 -3.904 -4.013 -2.210  -0.078
C3 -0.789 -3.065 -2.168  -0.405
H4 0.772 0.467 -1.640  0.110
H5 -0.838 -2.354 -1.238  0.024
H6 1.790 -3.512 0.089  0.102
H7 0.133 7.010 4.202  0.065
H8 1.900 -5.956 0.224  0.103
H9 -5.265 -3.612 -2.456  -0.123
H10 -3.516 -2.650 -1.876  -0.118
H11 1.154 2.826 -1.131  0.105
H12 -0.874 3.496 -3.332  0.101
H13 -1.387 6.990 0.679  0.104
C4 0.297 2.559 -1.762  -0.233
C5 -0.091 -4.637 1.799  -0.125
H14 0.281 -3.456 -2.435  0.026
H15 5.049 -6.099 3.134  0.065
C6 4.617 -5.483 2.339  -0.124
H16 1.628 -4.300 3.049  0.091
C7 2.228 -3.962 0.989  -0.226
H17 3.634 -7.146 1.421  0.102
C8 1.201 -3.904 2.122  -0.278
H18 1.442 3.207 -4.283  0.067
C9 -1.819 0.415 -2.644  -0.119
H19 1.208 4.342 2.826  0.109
H20 -0.560 -4.224 0.900  0.016
H21 -2.432 4.240 1.532  0.071
H22 3.081 -3.327 1.255  0.096
H23 -1.684 -0.318 -1.843  0.051
H24 -0.335 3.670 2.345  0.103
C10 0.010 3.714 -2.724  -0.278
H25 -0.236 4.604 -2.133  0.090
H26 -1.874 6.573 2.310  0.097
H27 1.529 1.279 -2.993  0.098
H28 -0.800 -4.534 2.628  0.069
H29 0.608 6.559 1.974  0.099
H30 -0.555 2.450 -1.080  0.094
H31 -0.672 1.384 -4.187  0.096
C11 -1.425 6.165 1.399  -0.273
H32 -1.280 -2.531 -3.114  0.030
C12 1.185 4.046 -3.630  -0.118
H33 -1.911 4.683 -0.106  0.062
H34 -0.173 6.251 5.767  0.068
C13 0.592 1.209 -2.428  -0.225
H35 -4.153 -5.380 -2.608  -0.114
H36 -3.572 -3.708 -3.606  -0.106
H37 2.068 4.310 -3.042  0.073
H38 -2.240 1.327 -2.212  0.062
C14 0.006 5.694 1.669  -0.227
C15 0.143 4.583 2.718  -0.227
H39 0.963 -2.851 2.319  0.102
C16 3.367 -6.146 1.785  -0.278
H40 -0.324 4.027 4.737  0.106
H41 0.079 -5.705 1.640  0.064
H42 -4.256 -4.291 -0.831  -0.129
H43 5.373 -5.362 1.557  0.072
C17 0.255 6.085 4.773  -0.120
H44 4.399 -4.500 2.765  0.064
H45 1.326 5.892 4.894  0.074
H46 -0.156 -0.249 -3.812  0.099
O1 -1.498 -5.961 -2.788  -0.488
H47 -1.425 -6.767 -2.166  0.033
P2 -1.853 -4.612 -1.738  0.607
C18 -0.505 0.687 -3.359  -0.272
H48 -3.317 5.472 0.627  0.072
H49 2.642 -6.298 2.591  0.098
C19 -0.434 4.911 4.098  -0.275
H50 -1.509 5.106 4.027  0.099
H51 0.936 4.899 -4.270  0.067

A structure of composition C16H23FeN6S2Te, computed with wB97M-V/def2-TZVPD.

Calculated values
Lowest unoccupied orbital energy (alpha / beta), eV: -2.9 / -2.9
Max |F|, eV/A: 0.8
Total charge: +1
HOMO-LUMO gap (alpha / beta), eV: 7.497 / 7.523
DFT total energy, eV: -89251.6269
HOMO energy (alpha / beta), Eh: -0.3810 / -0.3819

Last column: Löwdin charge in e.
Geometry (Å):
C1 -1.606 -1.922 -0.986  -0.737
H1 -0.298 3.723 1.030  0.003
C2 3.981 0.925 0.173  -0.002
N1 1.149 1.284 2.601  0.002
C3 2.166 1.734 1.845  -0.208
H2 -1.375 3.239 2.367  0.000
H3 2.737 4.715 3.314  0.121
N2 -2.394 -0.968 -1.489  0.077
C4 2.290 3.749 3.116  -0.029
H4 0.870 3.847 4.737  0.119
Te1 -1.389 1.368 0.430  1.328
H5 2.899 -3.642 -0.538  0.097
S1 1.426 -2.245 2.393  0.627
H6 -3.363 1.417 2.222  0.014
C5 -2.101 -1.893 -3.683  0.045
H7 0.470 -3.898 -3.802  0.099
H8 -0.106 1.633 4.195  0.130
H9 -0.964 -4.916 -3.640  0.103
H10 -3.363 -0.136 1.326  -0.020
C6 2.754 2.965 2.070  0.010
H11 -2.058 3.903 0.857  0.011
H12 -3.501 0.248 -4.369  0.085
C7 -0.609 -3.935 -3.958  0.009
N3 -1.061 -2.833 -1.844  0.116
S2 -1.214 -2.153 0.664  0.646
H13 -0.814 -3.819 -5.019  0.092
H14 3.571 3.296 1.444  0.121
C8 -1.266 3.295 1.287  -0.425
C9 -3.289 0.945 1.245  -0.399
H15 4.202 0.052 -0.431  0.074
H16 -0.448 -3.518 -1.411  0.142
N4 2.239 -1.339 -0.043  0.026
C10 1.255 3.275 3.904  -0.037
C11 -2.636 -0.948 -2.795  -0.280
C12 2.011 -2.360 0.755  -0.884
H17 -2.313 -1.857 -4.741  0.129
N5 1.850 -0.208 0.666  -0.129
H18 2.331 -4.358 0.914  0.083
C13 -3.536 0.141 -3.287  -0.005
H19 -4.049 1.329 0.571  0.009
N6 2.277 -3.602 0.254  0.074
Fe1 0.278 -0.337 1.747  -0.004
C14 2.641 0.780 0.809  -0.249
H20 4.013 1.811 -0.466  0.093
H21 4.749 1.041 0.939  0.099
C15 0.706 2.040 3.604  -0.115
H22 -3.264 1.083 -2.812  0.080
H23 -4.563 -0.090 -2.992  0.102
C16 -1.284 -2.861 -3.172  -0.243

Repeat the third record exactly.
A structure of composition C16H23FeN6S2Te, computed with wB97M-V/def2-TZVPD.

Calculated values
Lowest unoccupied orbital energy (alpha / beta), eV: -2.9 / -2.9
Max |F|, eV/A: 0.8
Total charge: +1
HOMO-LUMO gap (alpha / beta), eV: 7.497 / 7.523
DFT total energy, eV: -89251.6269
HOMO energy (alpha / beta), Eh: -0.3810 / -0.3819

Last column: Löwdin charge in e.
Geometry (Å):
C1 -1.606 -1.922 -0.986  -0.737
H1 -0.298 3.723 1.030  0.003
C2 3.981 0.925 0.173  -0.002
N1 1.149 1.284 2.601  0.002
C3 2.166 1.734 1.845  -0.208
H2 -1.375 3.239 2.367  0.000
H3 2.737 4.715 3.314  0.121
N2 -2.394 -0.968 -1.489  0.077
C4 2.290 3.749 3.116  -0.029
H4 0.870 3.847 4.737  0.119
Te1 -1.389 1.368 0.430  1.328
H5 2.899 -3.642 -0.538  0.097
S1 1.426 -2.245 2.393  0.627
H6 -3.363 1.417 2.222  0.014
C5 -2.101 -1.893 -3.683  0.045
H7 0.470 -3.898 -3.802  0.099
H8 -0.106 1.633 4.195  0.130
H9 -0.964 -4.916 -3.640  0.103
H10 -3.363 -0.136 1.326  -0.020
C6 2.754 2.965 2.070  0.010
H11 -2.058 3.903 0.857  0.011
H12 -3.501 0.248 -4.369  0.085
C7 -0.609 -3.935 -3.958  0.009
N3 -1.061 -2.833 -1.844  0.116
S2 -1.214 -2.153 0.664  0.646
H13 -0.814 -3.819 -5.019  0.092
H14 3.571 3.296 1.444  0.121
C8 -1.266 3.295 1.287  -0.425
C9 -3.289 0.945 1.245  -0.399
H15 4.202 0.052 -0.431  0.074
H16 -0.448 -3.518 -1.411  0.142
N4 2.239 -1.339 -0.043  0.026
C10 1.255 3.275 3.904  -0.037
C11 -2.636 -0.948 -2.795  -0.280
C12 2.011 -2.360 0.755  -0.884
H17 -2.313 -1.857 -4.741  0.129
N5 1.850 -0.208 0.666  -0.129
H18 2.331 -4.358 0.914  0.083
C13 -3.536 0.141 -3.287  -0.005
H19 -4.049 1.329 0.571  0.009
N6 2.277 -3.602 0.254  0.074
Fe1 0.278 -0.337 1.747  -0.004
C14 2.641 0.780 0.809  -0.249
H20 4.013 1.811 -0.466  0.093
H21 4.749 1.041 0.939  0.099
C15 0.706 2.040 3.604  -0.115
H22 -3.264 1.083 -2.812  0.080
H23 -4.563 -0.090 -2.992  0.102
C16 -1.284 -2.861 -3.172  -0.243